Here is a 20-piece molecular cluster, C50H74BIN21O4 overall in a non-equilibrium geometry from the OMol25 dataset. Energies are from the ωB97M-V functional and the def2-TZVPD basis.

The geometry in XYZ format:
```
151
Properties=species:S:1:pos:R:3:forces:R:3:mulliken_charge:R:1
H -5.9362 -7.0706 8.6929 0.2 0.1 -0.1 0.31
H 4.8919 6.3099 -3.5147 -0.1 0.1 0.1 0.26
C -1.9079 -4.7744 3.7405 0.4 1.6 -8.1 0.43
C 4.7328 7.3439 -3.1964 -0.9 0.0 0.9 -0.80
H 7.9815 -5.7123 -2.1713 0.1 0.1 -0.1 0.27
H 0.6919 4.6085 5.4195 -0.1 0.2 0.1 0.24
H 2.4115 -1.6182 0.8693 -0.1 -2.4 0.8 0.06
H -0.4717 8.2259 8.7114 0.2 0.0 0.1 0.15
H -5.8852 -1.7607 3.1876 -0.3 -2.5 -0.2 0.26
H 0.2117 3.3299 -4.1559 -0.2 -0.1 -0.1 0.37
C -4.2646 -6.2566 7.6055 8.0 0.9 -1.1 0.52
H 0.6779 7.3803 -1.4179 -0.2 -0.3 -0.3 0.46
N 8.7039 -3.2791 -4.3068 0.9 -7.9 6.3 -0.58
N -1.6171 -0.6244 -0.2808 3.8 4.9 1.0 0.75
O 2.3288 0.5698 -0.7457 -4.3 0.8 1.1 -0.26
H -2.9648 -5.3383 5.5305 0.4 0.2 -0.4 0.06
H 6.6726 -2.0517 -2.2785 -0.2 -0.1 -0.1 0.26
H -4.9093 -0.2595 -8.3329 0.3 0.1 -0.1 0.22
C 5.2292 2.6026 -0.8143 -5.2 1.6 -6.0 0.54
C -0.5278 5.6924 6.8254 -5.8 0.3 6.0 0.34
H -0.9249 -0.8338 -4.7613 -0.2 -0.1 0.0 0.18
C -7.8459 0.4505 -2.9764 -6.9 -0.9 -4.6 0.15
N -2.6029 2.1035 -5.4115 8.3 1.1 5.7 -0.46
N -6.5900 -6.5260 4.0659 -0.6 -1.5 -9.9 -0.50
C 4.7446 -2.6876 -2.9982 -6.9 -4.3 0.8 0.59
H -2.3850 7.5412 -1.0362 -0.2 0.0 0.1 0.08
N 5.4788 -2.1886 3.0124 -6.3 0.6 7.8 -0.50
C -2.9278 -1.1886 -4.0530 -5.5 0.4 5.7 0.48
N -5.2172 7.1327 0.6413 9.4 2.8 -2.5 -0.44
H 8.1907 -3.1373 -6.7703 0.0 0.0 -0.2 -0.04
H 2.0397 -2.5116 -2.4967 -1.1 -0.3 -0.4 0.21
N -1.2780 7.0510 -4.0766 6.4 -2.0 7.4 -0.50
N -1.4076 5.7338 7.7277 7.0 -0.3 -7.2 -0.46
C -4.2591 -2.4810 1.2749 0.4 -1.3 -1.3 -0.24
H 0.0696 -3.5234 0.6733 1.6 0.6 -1.3 -0.26
C 2.2043 -2.7691 1.0748 0.0 0.0 -0.9 -0.62
H 0.2118 6.2348 4.8766 0.0 -0.1 0.2 0.24
H -1.6657 -4.1482 5.7871 -0.1 -0.1 -0.2 0.30
C 6.2023 2.2920 0.3113 -0.7 0.3 -0.9 -0.71
C -3.9673 -1.8813 -0.2382 -0.6 -1.1 0.4 -0.33
N -8.8911 0.3156 -3.6687 8.4 1.1 5.6 -0.42
H -2.1882 -0.6462 -6.0018 0.0 0.0 0.2 -0.26
H -3.3785 0.7391 0.4944 2.9 -0.5 -0.8 0.31
C 3.7434 -2.0396 5.1803 0.8 -0.1 -1.0 -0.57
H -5.9103 -0.2282 -2.3191 -0.2 0.1 -0.1 -0.14
N -3.8076 -1.1472 -3.1507 6.9 -0.3 -7.2 -0.59
C -2.2197 0.6757 0.2174 2.2 0.9 -0.2 0.23
B 0.7004 -2.0296 -1.0815 0.5 -1.5 -1.8 0.77
N 3.6872 -3.3649 -2.8836 8.4 5.5 -0.8 -0.69
H 9.3496 -6.3155 -3.1379 -0.1 0.2 0.0 0.29
C -2.8503 0.3686 -8.4046 7.4 1.0 3.4 0.57
C -5.8689 -2.9181 2.9033 0.7 0.8 -0.1 -0.46
H -6.0765 1.5420 -2.4131 -0.2 -0.1 -0.1 0.30
C -0.0125 8.6796 9.5941 1.2 0.2 -0.2 -0.59
C -0.2976 2.4010 -3.8848 -1.0 -0.1 -0.8 -0.27
H -6.8373 -3.4904 3.2267 2.0 1.1 -0.8 0.27
H -4.1265 -0.4830 -9.9163 0.1 0.1 0.3 0.30
C -1.3868 2.0962 0.4290 2.5 -3.6 -1.6 -0.74
C 0.8751 0.6871 -0.4189 -1.8 1.2 0.5 -0.16
N -4.8244 -2.8629 -8.6183 -0.3 -1.9 10.0 -0.47
H 2.7141 -2.1935 4.8451 0.2 0.0 -0.1 0.24
H -1.7081 -2.2725 -5.4589 -0.1 0.1 0.2 0.45
N 2.7924 7.4352 -1.2065 8.0 -0.1 -6.9 -0.61
H -4.8738 -3.3727 3.3645 -2.4 0.6 -0.6 0.11
H -4.4549 -2.6743 -0.9862 1.2 1.8 1.6 0.28
C -4.9068 -3.3623 -5.8838 0.0 0.2 -1.3 -0.29
H 9.6423 -5.2068 -1.7759 -0.1 0.1 -0.2 0.28
H -6.2179 -6.8794 6.9453 0.2 0.1 0.0 0.23
C 8.8187 -4.2650 -3.5291 -0.7 6.4 -5.1 0.48
N 1.6340 4.0735 2.7819 -2.6 -3.6 -11.0 -0.53
H -4.6196 -2.4632 -5.3318 -0.1 -0.1 -0.2 -0.22
C -6.7720 -6.9423 1.3224 0.1 0.2 1.2 -0.74
C -1.8672 -1.2385 -5.1406 -1.0 0.0 0.9 -0.21
I -2.3950 3.9268 1.1396 0.9 -2.0 -0.8 0.18
C -6.5859 0.6131 -2.1420 -1.0 -0.2 -0.7 -0.18
H 8.9579 -2.2407 -8.1035 -0.2 -0.1 0.0 0.26
N -3.0252 -6.1162 7.4210 -10.1 -1.4 2.1 -0.57
C -4.2127 0.1807 -9.0517 1.1 0.3 0.5 -0.83
H -0.4751 9.6536 9.7751 0.2 -0.1 0.0 0.27
C -6.6725 -6.7147 2.8219 0.6 1.3 8.2 0.43
H -1.9290 7.5662 0.6847 -0.2 0.1 0.0 0.20
O 1.1040 -2.1503 -2.4987 -0.2 1.1 4.3 -0.74
H 5.6751 7.7486 -2.8172 -0.2 0.0 0.0 0.31
N 4.4220 2.8603 -1.7481 6.2 -2.1 7.4 -0.60
H 0.3780 1.5598 -4.0619 -0.1 0.1 -0.1 0.28
C 4.7790 -0.2469 8.3028 -7.0 -4.4 0.8 0.41
H 5.7765 -0.8059 -3.1812 -0.2 -0.2 0.0 0.25
C -0.1027 -0.6467 -0.5750 -0.6 3.5 0.4 0.25
H -2.5937 9.0294 -0.0814 -0.1 -0.2 0.0 0.35
C -1.5576 2.2385 -4.7192 -7.0 -0.8 -4.6 0.24
H -5.7803 -6.8697 0.8676 -0.1 0.0 0.2 0.24
H -4.6050 1.1465 -9.3819 0.2 -0.1 0.1 0.32
C 8.9571 -5.4534 -2.5917 -0.1 1.0 -0.8 -0.75
N -1.8705 -4.5479 2.5006 -0.2 -1.7 9.7 -0.58
C 1.4815 8.8487 9.3716 8.2 0.9 -1.2 0.33
H -1.2619 -5.8562 5.4873 -0.2 0.1 -0.2 0.37
H 3.8208 -1.0565 5.6528 0.0 -0.2 -0.1 0.14
H -0.5554 2.4332 -2.8227 -0.1 0.0 -0.2 -0.11
C -5.7587 -6.4257 7.8279 1.2 0.1 -0.2 -0.70
C 0.5023 6.4827 -2.0173 -1.4 0.1 -1.2 -0.33
C 6.0537 0.5695 8.1646 -1.0 -0.6 0.1 -0.72
C -4.8618 -3.0894 -7.3784 0.2 1.4 -8.2 0.33
H -6.8437 0.6453 -1.0799 -0.1 0.0 -0.2 0.28
H 1.4751 6.0472 6.1171 -0.2 0.0 0.0 0.30
H -3.9260 -1.7732 2.1458 -0.7 -1.1 -1.7 0.29
H 1.8450 -2.9426 2.1762 0.9 0.4 -2.2 0.13
C 3.6722 7.3937 -2.1088 -5.6 0.4 6.0 0.58
C -2.6471 7.9377 -0.0515 -1.2 -0.3 0.3 -0.39
H 6.3779 3.1895 0.9106 -0.1 -0.1 -0.2 0.30
H 1.3137 -4.1953 -0.5817 -0.6 2.0 1.3 0.26
C 0.5328 5.6425 5.7378 -0.9 0.0 0.9 -0.63
N 2.7210 8.9890 9.1871 -9.9 -1.2 1.4 -0.43
H -4.4960 -0.8641 -0.4655 1.2 -1.9 0.5 -0.13
H 2.7763 1.4655 -0.7033 -0.8 -0.9 -0.1 0.13
H -0.1900 8.0347 10.4590 0.1 0.1 -0.2 0.25
C 4.6919 -2.1210 3.9954 5.1 -0.5 -6.5 0.37
C -2.3552 -1.9212 -0.5237 -1.6 -1.6 -0.8 0.10
N 3.7217 -0.9243 8.4175 8.5 5.4 -1.0 -0.46
C -1.9530 -5.0473 5.2350 0.1 0.4 -1.7 -0.65
H -1.9263 -2.8025 0.1581 -0.6 2.2 -1.5 -0.04
H -7.1834 -7.9355 1.1226 0.1 0.2 0.2 0.33
H -7.4256 -6.1893 0.8735 0.1 -0.1 0.2 0.26
N -1.7200 0.5245 -7.8678 -9.0 -1.3 -4.4 -0.57
O -5.6845 -2.9294 1.4138 2.1 1.2 2.0 -0.44
H -2.2378 -2.1828 -1.6829 0.0 0.7 2.7 0.09
H 7.1541 1.9485 -0.1029 -0.2 0.1 0.0 0.31
H 9.1242 -4.0108 -8.0095 -0.2 0.1 0.0 0.25
C 6.0192 -1.8712 -3.1365 -1.1 -0.7 0.1 -0.50
H -4.2157 -4.1711 -5.6315 -0.1 0.1 -0.2 0.27
H 1.4541 6.1392 -2.4314 -0.5 0.1 0.0 0.20
C 0.2342 2.1206 0.0716 -2.5 -4.1 -0.1 0.10
H 5.8109 1.6348 8.1198 -0.1 -0.2 0.0 0.27
H 3.1657 -3.4100 0.7976 -2.0 1.6 0.9 0.29
C 1.3463 3.6804 1.5720 1.7 2.3 6.3 0.45
C 7.1885 -3.3321 -8.6668 -6.9 -0.9 -4.6 0.29
H 4.4118 7.9362 -4.0577 -0.1 -0.1 0.2 0.29
C 8.4485 -3.1695 -7.8324 -1.1 -0.1 -0.7 -0.31
H 5.7906 1.5093 0.9545 0.0 0.1 -0.2 0.25
H 6.5808 0.2858 7.2496 -0.2 0.0 0.1 0.26
C 1.0052 -3.2275 0.0275 0.0 -0.5 -0.1 0.18
H 0.0906 5.7001 -1.3740 -0.1 0.0 -0.1 0.04
H -3.6270 -3.4918 1.3367 -1.1 2.4 0.1 0.10
O 1.1023 3.3076 0.1649 -1.0 -1.2 4.2 -0.14
H 6.5464 -2.1549 -4.0515 -0.2 -0.1 0.2 0.07
H 3.9975 -2.8086 5.9148 0.0 0.2 -0.2 0.31
H 6.7070 0.3889 9.0226 -0.2 0.0 -0.1 0.28
H -5.9186 -3.6533 -5.5884 0.1 0.1 -0.2 0.36
N 6.1433 -3.4670 -9.3591 8.4 1.1 5.6 -0.41
C -0.4708 6.7933 -3.1429 -5.4 1.6 -6.1 0.16
C -4.0519 7.4977 0.3272 -7.7 -2.4 2.1 0.20
H -6.2213 -5.4517 8.0090 0.2 -0.1 0.0 0.26
```
Positions in Å, forces in eV/Å.

Computed properties:
Charge: +1
Highest occupied orbital energy (eV): -11.835
Strongest force on any atom (eV/Å): 11.86
LUMO (eV): -4.8
Frontier orbital gap (eV): 7.0114